Model 1:
ORCA calculation (ωB97M-V with the def2-TZVPD basis set) on the ion C4H8NO2 with charge -1.

## Properties
- Structure (SMILES): CC[C@H](N)C(=O)[O-]
- Orbital gap: 7.91 eV
- Net charge: -1

```
15
Properties=species:S:1:pos:R:3:nbo_charge:R:1
C 0.582 1.465 2.103 -0.6080
C 0.809 0.407 1.001 -0.3899
C -0.242 0.448 -0.097 -0.1682
N -1.586 0.277 0.474 -0.8581
C 0.111 -0.681 -1.155 0.7466
O -0.849 -1.459 -1.398 -0.8056
O 1.283 -0.727 -1.562 -0.7786
H 0.447 2.439 1.623 0.1907
H -0.339 1.214 2.635 0.2030
H 1.409 1.551 2.799 0.1825
H 1.816 0.541 0.614 0.2199
H 0.736 -0.590 1.452 0.1810
H -0.254 1.401 -0.617 0.1710
H -1.577 -0.574 1.027 0.3372
H -2.144 -0.001 -0.331 0.3765
```

***

Model 2:
ORCA calculation (ωB97M-V with the def2-TZVPD basis set) on a cluster of 2 separate species, C4H8NO2 in total.

## Properties
- Orbital gap: 8.32 eV
- Net charge: -1

```
15
Properties=species:S:1:pos:R:3:nbo_charge:R:1
C 0.039 1.817 1.244 -0.6202
C 0.901 1.219 0.176 -0.3371
C 0.929 -0.086 -0.077 0.0236
N 1.621 -0.748 -1.086 -0.8368
H -0.486 1.020 1.766 0.2356
H 0.618 2.381 1.982 0.1748
H -0.703 2.495 0.817 0.1897
H 1.496 1.886 -0.451 0.1568
H 0.327 -0.755 0.525 0.2336
H 1.059 -1.525 -1.421 0.4126
H 1.908 -0.150 -1.847 0.3426
O -0.917 -2.484 -0.847 -0.8171
C -1.917 -1.882 -0.397 0.6351
O -2.007 -1.131 0.591 -0.7813
H -2.868 -2.058 -0.975 -0.0119
```

***

Relative energy of each structure, in kJ/mol: model 1 0.0; model 2 60.3.

***

Model 1:
ORCA calculation (ωB97M-V with the def2-TZVPD basis set) on a cluster of 2 separate species, C4H9NO4 in total.

## Properties
- Structure (SMILES): C[C@@H](NC=O)C(=O)O.O
- Orbital gap: 11.06 eV
- Net charge: 0

```
18
Properties=species:S:1:pos:R:3:nbo_charge:R:1
C 1.959 -0.927 -0.954 -0.6196
C 0.684 -0.419 -0.324 -0.1712
N 0.973 0.379 0.877 -0.5967
C -0.043 1.081 1.413 0.5281
O -1.203 0.829 1.101 -0.6607
C -0.041 0.485 -1.313 0.7953
O 0.372 1.541 -1.685 -0.5425
O -1.202 -0.025 -1.825 -0.7090
H 2.808 -0.249 -0.997 0.2248
H 1.713 -1.331 -1.925 0.2368
H 2.387 -1.793 -0.433 0.2209
H 0.040 -1.248 -0.036 0.2276
H 1.944 0.622 1.001 0.4076
H 0.114 1.852 2.173 0.1509
H -1.785 -0.217 -1.075 0.5055
O -1.576 -2.213 2.119 -0.9435
H -1.897 -1.305 2.078 0.4832
H -0.621 -2.143 2.194 0.4626
```

***

Model 2:
ORCA calculation (ωB97M-V with the def2-TZVPD basis set) on a cluster of 2 separate species, C4H9NO4 in total.

## Properties
- Structure (SMILES): COC(C)=O.NC(=O)O
- Orbital gap: 10.65 eV
- Net charge: 0

```
18
Properties=species:S:1:pos:R:3:nbo_charge:R:1
C 0.783 -1.902 -0.507 -0.2948
O 0.969 -0.821 0.399 -0.5519
C 1.162 0.518 -0.149 0.8340
C 2.062 1.274 0.790 -0.7182
O 1.004 0.796 -1.313 -0.6055
H 1.311 -2.767 -0.109 0.1923
H 1.020 -1.661 -1.546 0.1900
H -0.267 -2.193 -0.417 0.2278
H 2.443 2.176 0.316 0.2343
H 1.522 1.500 1.707 0.2418
H 2.923 0.657 1.033 0.2500
N -1.504 0.708 -0.623 -0.8717
C -1.993 -0.147 0.377 0.8908
O -1.990 -1.354 0.374 -0.5917
O -2.974 0.464 1.100 -0.7533
H -0.860 0.339 -1.312 0.4242
H -1.866 1.644 -0.730 0.4032
H -3.746 0.768 0.608 0.4986
```

***

Relative energy of each structure, in kJ/mol: model 1 0.0; model 2 94.7.

***

Model 1:
ORCA calculation (ωB97M-V with the def2-TZVPD basis set) on a structure of composition C3H4Br2O.

## Properties
- Orbital gap: 10.53 eV
- Net charge: 0

```
10
Properties=species:S:1:pos:R:3:nbo_charge:R:1
C -0.798 -1.228 0.774 -0.3437
C -0.793 -0.041 0.125 -0.2894
C 0.438 0.614 -0.313 0.1037
O 1.587 -0.226 -0.363 -0.6940
Br 0.620 2.224 0.724 0.0482
Br 0.105 1.182 -2.116 0.0270
H -1.721 -1.589 1.206 0.2112
H 0.130 -1.734 0.924 0.2163
H -1.638 0.683 0.143 0.2325
H 2.070 0.114 -1.105 0.4882
```

***

Model 2:
ORCA calculation (ωB97M-V with the def2-TZVPD basis set) on a structure of composition C3H4Br2O.

## Properties
- Orbital gap: 9.84 eV
- Net charge: 0

```
10
Properties=species:S:1:pos:R:3:nbo_charge:R:1
C 0.071 -0.024 -1.457 0.3936
C -0.704 -0.004 0.988 -0.6908
C 0.500 -0.050 0.048 -0.2026
O -0.889 0.492 -1.920 -0.4804
Br 1.651 -1.485 0.335 0.1361
Br 1.609 1.742 0.271 -0.0210
H 0.773 -0.622 -2.184 0.1229
H -0.322 0.322 1.998 0.2412
H -1.152 -1.096 1.092 0.2397
H -1.537 0.724 0.829 0.2614
```

***

Relative energy of each structure, in kJ/mol: model 1 13.2; model 2 0.0.

***

Model 1:
ORCA calculation (ωB97M-V with the def2-TZVPD basis set) on a cluster of 2 separate species, C4H14N3 in total.

## Properties
- Orbital gap: 10.18 eV
- Net charge: +1

```
21
Properties=species:S:1:pos:R:3:nbo_charge:R:1
C -0.231 2.519 1.096 -0.6420
C -1.861 -0.805 0.936 -0.4344
C -1.139 1.373 1.429 -0.1953
C 2.110 -1.796 -1.303 0.3372
N 2.737 -2.068 -2.471 -0.8025
N 1.105 -1.044 -1.278 -0.8126
N -1.088 0.258 0.419 -0.5599
H -0.593 3.377 1.626 0.2485
H 0.778 2.336 1.361 0.2324
H -0.153 2.742 0.052 0.2207
H -1.390 -1.429 1.770 0.2501
H -2.682 -0.271 1.486 0.2210
H -2.266 -1.359 0.073 0.2410
H -2.121 1.677 1.472 0.2095
H -0.818 0.791 2.307 0.2151
H 2.406 -2.177 -0.434 0.1846
H 3.633 -2.604 -2.550 0.4150
H 2.466 -1.658 -3.375 0.4060
H 0.757 -0.614 -2.104 0.3471
H -0.068 0.040 -0.089 0.4996
H -1.582 0.712 -0.423 0.4191
```

***

Model 2:
ORCA calculation (ωB97M-V with the def2-TZVPD basis set) on a cluster of 2 separate species, C4H14N3 in total.

## Properties
- Orbital gap: 11.59 eV
- Net charge: +1

```
21
Properties=species:S:1:pos:R:3:nbo_charge:R:1
C -2.731 0.972 0.618 -0.4633
C -0.710 1.336 -0.731 0.6953
N -1.458 0.548 0.034 -0.5621
N -1.056 2.644 -0.835 -0.8002
N 0.460 0.894 -1.247 -0.7518
H -1.123 -0.168 0.652 0.4456
H -2.040 2.839 -1.058 0.4405
H -0.319 3.270 -1.017 0.4240
H 0.669 -0.107 -1.337 0.4422
H 1.063 1.481 -1.791 0.4272
H -3.207 0.477 1.433 0.2621
H -3.548 1.072 -0.144 0.2195
H -2.631 1.948 1.070 0.2190
C 1.510 -2.681 0.800 -0.6179
C 2.577 -1.583 0.342 -0.6226
H 1.950 -3.554 0.299 0.2266
H 1.443 -2.821 1.900 0.2218
H 0.521 -2.554 0.384 0.1823
H 3.401 -1.589 1.043 0.2294
H 2.310 -0.535 0.218 0.1775
H 2.917 -1.890 -0.632 0.2049
```

***

Relative energy of each structure, in kJ/mol: model 1 67.8; model 2 0.0.

***

Model 1:
ORCA calculation (ωB97M-V with the def2-TZVPD basis set) on a cluster of 2 separate species, C4H14N3 in total.

## Properties
- Orbital gap: 10.15 eV
- Net charge: +1

```
21
Properties=species:S:1:pos:R:3:nbo_charge:R:1
C -0.420 -1.084 1.740 -0.0280
C 0.392 -2.122 1.823 -0.4265
N 0.059 0.261 2.004 -0.8299
H -1.455 -1.167 1.456 0.2189
H 0.090 -3.136 1.602 0.2312
H 1.431 -2.037 2.125 0.2000
H 0.837 0.177 2.641 0.3999
H 0.413 1.032 0.730 0.4522
H -0.680 0.777 2.472 0.3989
C -0.046 -0.799 -1.950 -0.4342
N -0.903 0.148 -1.221 -0.6263
C -0.391 1.487 -1.278 -0.0507
N 0.683 1.653 -0.232 -0.7438
H -0.473 -1.797 -1.872 0.2309
H 0.080 -0.546 -3.009 0.1918
H 0.951 -0.855 -1.504 0.1874
H -1.808 0.117 -1.673 0.3861
H -1.192 2.186 -1.061 0.2179
H 0.098 1.733 -2.225 0.1841
H 1.581 1.336 -0.559 0.4176
H 0.754 2.638 -0.010 0.4224
```

***

Model 2:
ORCA calculation (ωB97M-V with the def2-TZVPD basis set) on a cluster of 2 separate species, C4H14N3 in total.

## Properties
- Orbital gap: 11.36 eV
- Net charge: +1

```
21
Properties=species:S:1:pos:R:3:nbo_charge:R:1
C -2.714 0.816 -0.236 -0.6090
C -1.934 2.111 0.003 -0.6132
H -2.486 0.278 -1.155 0.1957
H -2.593 0.202 0.651 0.1859
H -3.794 1.025 -0.286 0.2207
H -0.875 1.875 0.098 0.1855
H -2.470 2.699 0.732 0.2257
H -2.049 2.703 -0.915 0.2103
C 0.803 -1.429 -1.498 -0.4300
C 1.625 -0.685 0.682 0.6762
N 1.576 -0.926 2.000 -0.7753
N 0.635 -1.091 -0.091 -0.5360
N 2.664 -0.028 0.200 -0.7514
H 1.029 -1.657 2.419 0.4281
H 1.982 -0.261 2.642 0.4243
H -0.112 -1.575 0.386 0.4225
H 2.681 0.304 -0.751 0.4252
H 3.453 0.276 0.743 0.4346
H 1.330 -0.665 -2.071 0.2129
H -0.167 -1.651 -1.923 0.2475
H 1.415 -2.321 -1.631 0.2196
```

***

Relative energy of each structure, in kJ/mol: model 1 110.4; model 2 0.0.

***

Model 1:
ORCA calculation (ωB97M-V with the def2-TZVPD basis set) on a cluster of 2 separate species, C4H14N3 in total.

## Properties
- Orbital gap: 11.88 eV
- Net charge: +1

```
21
Properties=species:S:1:pos:R:3:nbo_charge:R:1
C 1.675 1.403 -0.433 -0.4342
C -0.259 0.679 0.970 0.6783
N 1.040 0.678 0.669 -0.5343
N -1.111 1.384 0.239 -0.7563
N -0.592 0.200 2.191 -0.7665
H 1.585 0.353 1.444 0.4200
H -0.664 1.912 -0.488 0.4197
H -2.079 1.109 0.133 0.4378
H -0.205 -0.688 2.476 0.4238
H -1.544 0.359 2.455 0.4167
H 1.636 2.486 -0.266 0.2166
H 1.086 1.225 -1.329 0.2193
H 2.727 1.148 -0.438 0.2567
C -0.415 -2.563 -1.114 -0.6178
C -0.265 -1.399 -2.097 -0.6136
H 0.107 -3.456 -1.451 0.2307
H 0.061 -2.351 -0.146 0.1798
H -1.445 -2.799 -0.856 0.2145
H 0.265 -1.664 -3.006 0.2304
H -1.247 -1.020 -2.384 0.2092
H 0.296 -0.583 -1.645 0.1692
```

***

Model 2:
ORCA calculation (ωB97M-V with the def2-TZVPD basis set) on a cluster of 2 separate species, C4H14N3 in total.

## Properties
- Orbital gap: 9.64 eV
- Net charge: +1

```
21
Properties=species:S:1:pos:R:3:nbo_charge:R:1
C 1.749 1.463 -0.345 0.0687
C 1.513 0.796 -1.485 -0.2409
N 0.540 -0.314 -1.448 -0.6765
N 2.728 2.369 -0.155 -0.7528
H 1.133 1.252 0.523 0.2023
H 2.040 0.915 -2.416 0.2321
H 0.988 -1.233 -1.503 0.4358
H -0.005 -0.307 -0.575 0.4531
H -0.141 -0.255 -2.209 0.4398
H 3.213 2.732 -0.961 0.4041
H 2.650 3.015 0.613 0.4130
C -3.138 -1.885 1.057 -0.6070
C -1.820 -1.296 0.587 -0.2354
N -1.030 -0.762 1.714 -0.8480
H -3.745 -1.119 1.534 0.2217
H -3.690 -2.290 0.207 0.2149
H -2.958 -2.699 1.757 0.2247
H -1.255 -2.067 0.054 0.1688
H -2.026 -0.496 -0.138 0.1575
H -0.109 -1.170 1.805 0.3647
H -0.940 0.245 1.699 0.3594
```

***

Model 3:
ORCA calculation (ωB97M-V with the def2-TZVPD basis set) on a cluster of 2 separate species, C4H14N3 in total.

## Properties
- Orbital gap: 11.72 eV
- Net charge: +1

```
21
Properties=species:S:1:pos:R:3:nbo_charge:R:1
C -2.775 0.617 -0.192 -0.4530
C -0.981 -0.930 -0.755 0.6775
N -1.363 0.318 -0.498 -0.5595
N -1.680 -1.953 -0.282 -0.7539
N 0.200 -1.147 -1.340 -0.7584
H -0.721 1.082 -0.647 0.4307
H -2.613 -1.787 0.071 0.4284
H -1.464 -2.911 -0.502 0.4292
H 0.803 -0.389 -1.611 0.4261
H 0.404 -2.052 -1.732 0.4240
H -3.424 0.333 -1.013 0.2301
H -2.831 1.704 -0.110 0.2495
H -3.017 0.311 0.827 0.2253
C 2.401 0.398 1.569 -0.6076
C 2.448 1.307 0.326 -0.6004
H 3.165 0.735 2.267 0.2258
H 1.429 0.507 2.072 0.1925
H 2.449 -0.678 1.382 0.2019
H 3.453 1.256 -0.084 0.2208
H 1.791 0.963 -0.465 0.1456
H 2.325 2.316 0.718 0.2254
```

***

Relative energy of each structure, in kJ/mol: model 1 11.9; model 2 146.7; model 3 0.0.